Molecular formula: C6H9N2O2S
Method: DFT, ωB97M-V/def2-TZVPD

```
20
Properties=species:S:1:pos:R:3:forces:R:3:nbo_charge:R:1
S 2.203 -0.154 -0.273 -0.61 -0.13 -1.66 2.15
O 2.268 -0.804 -1.582 0.18 0.50 2.05 -0.88
O 2.876 1.105 -0.051 -0.32 -0.72 0.29 -0.91
N 0.164 1.623 0.410 2.09 -4.35 -1.35 -0.50
N -2.870 -0.901 -0.960 -0.87 -0.49 0.37 -0.71
C 0.460 0.193 -0.065 -0.64 5.20 1.05 -0.04
C -2.129 1.096 0.030 2.13 -0.15 0.80 -0.32
C -1.844 -0.224 -0.408 -1.77 0.78 -1.85 0.29
C 2.534 -1.309 1.031 2.61 -0.37 -4.11 -0.87
C -1.124 1.963 0.434 -0.26 0.64 0.91 0.13
C -0.497 -0.617 -0.537 1.85 -0.17 0.60 -0.28
H 3.620 -1.402 0.839 -0.22 -0.02 0.96 0.28
H -3.826 -0.487 -0.853 1.44 -0.87 -0.31 0.42
H 0.041 -1.452 -1.005 -1.44 -0.41 -0.09 0.29
H -3.108 1.470 0.093 -1.18 0.16 -0.01 0.25
H 1.055 2.195 0.522 -1.76 -0.65 0.08 0.49
H 2.135 -2.267 0.875 -0.74 -1.33 -1.20 0.26
H -2.797 -1.853 -1.367 0.03 1.20 0.61 0.43
H -1.367 2.941 0.919 0.23 -0.81 -0.93 0.26
H 2.204 -1.116 1.950 -0.72 1.98 3.79 0.25
```
Forces are in eV/Å.

Its highest occupied orbital energy is -0.5078 Ha. Its relative energy (zero: lowest compared OMol25 entry of this formula, charge and spin) is 0.0 kJ/mol. Its total charge is +1. As for the SMILES: CS(=O)(=O)c1cc(=[NH2+])cc[nH]1.